No. 1
# C6H7N3

C6H7N3 in the gas phase at a distorted geometry (ωB97M-V/def2-TZVPD, OMol25).

```
! wB97M-V def2-TZVPD RIJCOSX def2/J DEFGRID3
* xyz 0 1
C -1.500 1.757 -0.009
C -0.694 0.487 0.066
C 0.633 0.345 -0.063
C 1.625 1.310 -0.436
N 2.471 2.044 -0.633
C 0.820 -1.312 -0.025
N 2.004 -1.986 -0.034
N -0.308 -1.855 0.052
C -1.287 -0.809 0.297
H -2.395 1.651 0.571
H -1.642 2.307 -0.876
H -0.835 2.432 0.517
H 2.666 -1.567 -0.619
H 2.088 -2.971 0.013
H -1.369 -0.869 1.420
H -2.278 -0.964 -0.241
*
```

Properties
LUMO: 0.579 eV
SMILES: CC1=C(C#N)C(N)=NC1
F_max: 3.35 eV Å⁻¹
Electronic energy: -10804.290 eV



No. 2
# C3H5F2N

C3H5F2N in the gas phase at a distorted geometry (ωB97M-V/def2-TZVPD, OMol25).

```
! wB97M-V def2-TZVPD RIJCOSX def2/J DEFGRID3
* xyz 0 1
F -1.381 -0.149 0.394
C -0.505 -0.565 -0.542
F -0.880 0.102 -1.732
C 0.898 -0.235 -0.054
C 1.140 1.032 0.687
N 1.077 -0.224 1.387
H -0.757 -1.614 -0.780
H 1.727 -0.636 -0.718
H 2.146 1.453 0.625
H 0.323 1.779 0.879
H 0.167 -0.388 1.781
*
```

Properties
LUMO: 1.143 eV
SMILES: FC(F)[C@H]1CN1
F_max: 1.75 eV Å⁻¹
Electronic energy: -10115.854 eV



No. 3
# C22H20O6OsSi

A molecular structure, C22H20O6OsSi (ωB97M-V/def2-TZVPD, OMol25).

```
! wB97M-V def2-TZVPD RIJCOSX def2/J DEFGRID3
* xyz 2 5
Os -0.952 -0.044 -1.749
O 2.357 1.631 -3.965
C 1.254 1.216 -3.407
O 1.185 0.288 -2.616
C 0.050 2.029 -3.815
O -1.149 1.390 -3.357
C -2.005 0.798 -4.387
C -1.860 -0.723 -4.391
O -2.188 -1.389 -5.316
O -1.372 -1.204 -3.232
H 3.120 1.100 -3.675
H 0.113 3.012 -3.346
H 0.032 2.159 -4.895
H -3.029 1.064 -4.126
H -1.761 1.214 -5.360
O -0.585 1.216 -0.305
Si -0.024 0.212 0.871
C 1.739 0.417 1.346
C 2.440 1.565 0.945
C 3.757 1.742 1.325
C 4.383 0.789 2.124
C 3.696 -0.344 2.546
C 2.377 -0.524 2.172
C -0.527 -1.424 0.083
C -1.914 -1.598 -0.196
C -2.390 -2.797 -0.762
C -1.504 -3.805 -1.047
C -0.130 -3.656 -0.776
C 0.355 -2.496 -0.230
C -0.859 0.559 2.526
C -1.116 1.922 2.885
C -1.762 2.222 4.053
C -2.096 1.180 4.932
C -1.797 -0.173 4.622
C -1.154 -0.473 3.454
H 1.951 2.311 0.328
H 4.302 2.621 1.007
H 5.412 0.934 2.426
H 4.189 -1.077 3.170
H 1.846 -1.407 2.513
H -2.639 -0.874 0.177
H -3.447 -2.915 -0.960
H -1.862 -4.730 -1.479
H 0.547 -4.468 -1.004
H 1.414 -2.386 -0.033
H -0.825 2.713 2.204
H -1.997 3.244 4.314
H -2.570 1.410 5.878
H -2.084 -0.951 5.316
H -0.920 -1.503 3.213
*
```

Properties
LUMO (alpha / beta): -6.178 / -10.204 eV
F_max: 0.16 eV Å⁻¹
Electronic energy: -45751.771 eV



No. 4
# C21H51F2LiNO19P3S2

A molecular structure, C21H51F2LiNO19P3S2 at a distorted geometry (ωB97M-V/def2-TZVPD, OMol25).

```
! wB97M-V def2-TZVPD RIJCOSX def2/J DEFGRID3
* xyz 0 1
Li -1.371 0.870 -2.562
N -1.711 1.600 -5.457
S -2.522 2.527 -6.350
O -3.974 2.385 -6.239
O -1.902 3.137 -7.561
F -2.287 3.686 -5.261
S -1.362 0.647 -6.823
O -0.124 1.042 -7.401
O -2.417 0.146 -7.767
F -0.889 -0.639 -5.991
C -6.562 -0.962 -1.413
O -6.626 -1.319 -2.827
C -5.322 -1.491 -3.313
O -4.279 -1.340 -2.661
O -5.284 -1.765 -4.622
C -6.377 -1.682 -5.515
H -6.042 -0.006 -1.370
H -6.103 -1.682 -0.735
H -7.580 -0.663 -1.163
H -7.280 -2.030 -5.014
H -6.295 -2.311 -6.401
H -6.620 -0.700 -5.921
C -1.867 0.371 4.947
C -2.103 0.752 3.480
O -2.648 2.046 3.388
P -2.162 2.910 2.090
O -2.075 2.079 0.838
O -3.179 4.186 2.004
C -4.010 4.448 0.815
C -5.000 5.624 1.237
O -0.748 3.476 2.579
C -0.386 3.932 3.895
C -0.815 5.453 3.852
H -2.848 0.390 5.420
H -1.430 -0.628 4.920
H -1.106 0.991 5.421
H -1.142 0.827 2.972
H -2.720 0.058 2.909
H -3.458 4.547 -0.120
H -4.485 3.511 0.524
H -4.498 6.507 1.633
H -5.615 5.957 0.400
H -5.653 5.240 2.020
H -0.928 3.357 4.646
H 0.687 3.957 4.086
H -0.475 6.043 4.703
H -0.253 5.920 3.044
H -1.884 5.628 3.731
C 1.917 6.248 -2.033
C 1.703 4.788 -2.416
O 2.754 4.089 -1.814
P 3.012 2.558 -2.391
O 1.844 1.691 -2.229
O 4.326 1.990 -1.601
C 4.257 1.765 -0.196
C 4.217 0.277 -0.006
O 3.638 2.743 -3.866
C 3.853 1.514 -4.497
C 4.524 1.924 -5.781
H 1.704 6.382 -0.973
H 2.967 6.538 -2.070
H 1.303 6.994 -2.538
H 0.728 4.420 -2.096
H 1.611 4.584 -3.482
H 5.196 2.192 0.156
H 3.499 2.308 0.368
H 3.959 -0.264 -0.916
H 5.211 -0.073 0.271
H 3.532 -0.043 0.779
H 4.457 0.871 -3.858
H 2.948 0.921 -4.633
H 5.583 2.179 -5.742
H 4.568 0.981 -6.327
H 4.109 2.696 -6.428
C 3.693 -9.871 3.651
C 3.113 -8.753 2.834
O 3.237 -7.453 3.424
P 1.923 -6.515 3.770
O 0.585 -7.208 3.932
O 2.440 -5.574 4.990
C 3.768 -4.990 4.895
C 3.810 -3.904 5.951
O 1.887 -5.479 2.622
C 1.074 -4.317 2.491
C 0.604 -4.086 1.060
H 4.771 -9.878 3.488
H 3.437 -9.699 4.697
H 3.234 -10.836 3.438
H 3.501 -8.611 1.825
H 2.063 -9.033 2.740
H 4.447 -5.843 4.910
H 3.896 -4.642 3.870
H 3.628 -4.182 6.989
H 4.738 -3.332 5.945
H 3.139 -3.095 5.660
H 0.181 -4.462 3.098
H 1.564 -3.447 2.930
H -0.266 -3.440 0.942
H 1.386 -3.588 0.487
H 0.455 -5.068 0.611
*
```

Properties
LUMO: -1.120 eV
F_max: 9.35 eV Å⁻¹
Electronic energy: -118176.736 eV



No. 5
# C4H8O2

2 unconnected molecules or ions with the total composition C4H8O2 at a distorted geometry (ωB97M-V/def2-TZVPD, OMol25).

```
! wB97M-V def2-TZVPD RIJCOSX def2/J DEFGRID3
* xyz 0 1
C 1.824 -1.925 -4.066
C 1.798 -2.200 -2.766
O 1.612 -3.458 -2.251
H 1.508 -2.775 -4.671
H 2.339 -1.057 -4.450
H 1.883 -1.409 -2.044
H 0.706 -3.748 -2.403
C -2.453 3.532 3.179
C -1.477 2.754 2.743
O -1.311 1.445 3.156
H -2.461 4.585 2.936
H -3.283 3.134 3.744
H -0.730 3.135 2.054
H -0.517 1.398 3.700
*
```

Properties
LUMO: 0.839 eV
SMILES: C=CO.C=CO
F_max: 1.44 eV Å⁻¹
Electronic energy: -8370.130 eV



- The lowest electronic energy belongs to which entry?
  C21H51F2LiNO19P3S2